Below is a structure of composition C58H48IrP3S2Si, with properties calculated with ωB97M-V/def2-TZVPD.

Last column: Mulliken charge in e.
Atoms and positions in Å:
Ir1 -0.047 -0.356 -0.033  1.9173
C1 -2.813 -5.793 1.369  -0.7549
C2 -2.925 -4.959 0.263  -1.0287
C3 -2.517 -3.643 0.346  0.1331
C4 -1.999 -3.132 1.539  0.5378
C5 -1.905 -3.970 2.646  -0.7086
C6 -2.307 -5.296 2.557  -0.7840
P1 -1.566 -1.357 1.612  1.0514
C7 -1.300 -1.040 3.380  0.4701
C8 -2.255 -0.407 4.170  -0.6305
C9 -2.028 -0.224 5.524  -0.6808
C10 -0.855 -0.689 6.100  -0.8852
C11 0.095 -1.328 5.318  -0.8295
C12 -0.120 -1.495 3.961  -0.8495
C13 -3.186 -0.592 1.218  -0.8643
C14 -4.396 -1.246 1.427  -0.3432
C15 -5.580 -0.596 1.117  -0.8998
C16 -5.562 0.695 0.604  -0.9309
C17 -4.358 1.349 0.400  -0.5361
C18 -3.156 0.716 0.704  0.8992
Si1 -1.433 1.417 0.522  0.8557
C19 -1.286 2.717 -0.827  1.0688
C20 -1.916 3.963 -0.773  -0.3562
C21 -1.862 4.829 -1.849  -0.9159
C22 -1.191 4.454 -3.009  -1.0440
C23 -0.549 3.234 -3.075  -0.3812
C24 -0.566 2.378 -1.972  0.0647
P2 0.270 0.745 -2.036  0.3825
C25 1.911 1.053 -2.753  0.7099
C26 2.488 2.319 -2.813  -0.9876
C27 3.741 2.486 -3.379  -0.8111
C28 4.437 1.393 -3.874  -0.9678
C29 3.875 0.126 -3.799  -0.7231
C30 2.618 -0.041 -3.246  -0.9868
C31 -0.738 0.059 -3.399  1.8762
C32 -0.310 0.015 -4.724  -0.6663
C33 -1.201 -0.321 -5.733  -0.7544
C34 -2.533 -0.575 -5.435  -0.7134
C35 -2.971 -0.500 -4.122  -0.7192
C36 -2.077 -0.200 -3.110  -0.7698
C37 -0.908 2.212 2.140  0.6955
C38 -1.673 3.020 2.981  -0.4572
C39 -1.076 3.684 4.034  -0.7500
C40 0.299 3.593 4.233  -1.0810
C41 1.076 2.802 3.408  -0.6972
C42 0.458 2.061 2.399  -0.4405
P3 1.314 0.946 1.230  2.1590
C43 2.547 2.061 0.486  1.0184
C44 3.817 1.601 0.140  -0.8147
C45 4.774 2.490 -0.322  -0.8600
C46 4.472 3.837 -0.443  -0.6453
C47 3.204 4.297 -0.124  -0.8675
C48 2.241 3.413 0.334  -0.7507
C49 2.345 -0.239 2.170  0.3848
C50 2.687 -0.062 3.510  -0.9081
C51 3.492 -0.988 4.152  -0.6243
C52 3.953 -2.107 3.476  -0.9553
C53 3.619 -2.290 2.144  -0.6452
C54 2.829 -1.355 1.496  0.9143
H1 -3.126 -6.825 1.304  0.4064
H2 -3.327 -5.340 -0.665  0.4930
H3 -2.616 -2.999 -0.521  0.5986
H4 -1.527 -3.599 3.587  0.3376
H5 -2.226 -5.937 3.424  0.4450
H6 -3.179 -0.053 3.731  0.3427
H7 -2.771 0.277 6.129  0.4570
H8 -0.681 -0.555 7.160  0.4232
H9 1.008 -1.698 5.765  0.5107
H10 0.626 -1.997 3.356  0.6808
H11 -4.421 -2.251 1.823  0.6132
H12 -6.522 -1.104 1.269  0.4510
H13 -6.492 1.188 0.357  0.4397
H14 -4.360 2.349 -0.015  0.5016
H15 -2.453 4.259 0.120  0.4811
H16 -2.349 5.792 -1.795  0.4742
H17 -1.171 5.120 -3.862  0.4563
H18 -0.032 2.948 -3.982  0.5986
H19 1.963 3.183 -2.435  0.5731
H20 4.173 3.477 -3.429  0.4889
H21 5.414 1.528 -4.316  0.4050
H22 4.411 -0.735 -4.176  0.5313
H23 2.182 -1.031 -3.196  0.6494
H24 0.713 0.252 -4.982  0.4334
H25 -0.856 -0.364 -6.756  0.4737
H26 -3.228 -0.822 -6.225  0.4144
H27 -4.010 -0.685 -3.884  0.4872
H28 -2.429 -0.144 -2.083  0.0277
H29 -2.735 3.138 2.805  0.5145
H30 -1.671 4.303 4.691  0.4830
H31 0.766 4.153 5.032  0.4451
H32 2.148 2.787 3.535  0.6741
H33 4.070 0.556 0.247  0.4944
H34 5.759 2.127 -0.580  0.4787
H35 5.227 4.532 -0.786  0.4704
H36 2.964 5.347 -0.223  0.4510
H37 1.256 3.782 0.590  0.3279
H38 2.302 0.768 4.075  0.3948
H39 3.749 -0.839 5.192  0.5157
H40 4.570 -2.833 3.987  0.4199
H41 3.968 -3.157 1.600  0.4483
H42 2.592 -1.503 0.449  -0.9939
C55 -0.707 -3.453 -3.323  -1.4121
C56 0.460 -3.049 -2.493  0.7044
S1 0.166 -2.567 -0.805  -0.7527
C57 1.748 -3.341 -2.769  0.7941
C58 2.252 -3.971 -4.031  -1.5900
S2 2.888 -3.075 -1.466  -0.1468
H43 -1.508 -2.720 -3.289  0.0622
H44 -1.110 -4.403 -2.962  0.3066
H45 -0.415 -3.583 -4.365  0.4243
H46 1.904 -5.000 -4.125  0.3708
H47 3.341 -3.986 -4.050  0.4303
H48 1.904 -3.411 -4.901  0.3715

## Properties
- 2S+1: 2
- Frontier orbital gap (alpha / beta): 6.8647 / 5.7376 eV
- Net charge: +1
- DFT total energy: -121178.1415 eV
- ⟨S²⟩: 0.756